49
Properties=species:S:1:pos:R:3:forces:R:3:nbo_charge:R:1 method="wB97M-V/def2-TZVPD" spin_multiplicity=1 smiles="Cn1cc(CNC(=O)c2cc(COc3ccc4c(c3)CCCC4)on2)cn1" lumo_ev=0.764
C -6.746 -2.483 -1.058 -0.34 -0.25 -0.22 -0.406
N -5.739 -1.693 -0.412 0.07 0.42 0.13 -0.158
C -5.795 -0.384 -0.097 0.32 0.15 0.21 -0.053
C -4.604 -0.066 0.524 -0.27 0.02 -0.10 -0.153
C -4.149 1.255 1.050 -0.08 -0.04 0.14 -0.243
N -2.940 1.694 0.384 -0.13 0.09 -0.13 -0.590
C -1.752 1.775 1.013 -0.49 0.08 -0.21 0.646
O -1.586 1.602 2.204 0.28 -0.04 0.13 -0.607
C -0.635 2.121 0.095 0.95 0.22 -0.55 0.043
C 0.730 2.287 0.436 0.15 0.20 -0.66 -0.318
C 1.326 2.572 -0.759 -0.36 -0.14 1.05 0.291
C 2.749 2.847 -1.131 -0.09 0.18 -0.42 -0.113
O 3.661 2.352 -0.191 0.00 -0.14 0.22 -0.483
C 3.733 0.993 0.006 0.10 -0.23 0.05 0.286
C 4.612 0.575 1.003 -0.07 0.17 -0.07 -0.261
C 4.748 -0.768 1.274 -0.08 0.14 -0.10 -0.168
C 4.021 -1.729 0.578 0.00 0.00 -0.03 -0.049
C 3.150 -1.313 -0.421 0.11 0.05 0.11 -0.006
C 3.013 0.044 -0.700 0.06 0.30 -0.07 -0.249
C 2.307 -2.290 -1.195 0.01 -0.19 -0.11 -0.424
C 2.828 -3.719 -1.088 -0.25 0.04 0.13 -0.391
C 3.083 -4.055 0.376 0.26 -0.06 -0.12 -0.391
C 4.219 -3.185 0.902 -0.10 -0.16 0.03 -0.418
O 0.397 2.575 -1.731 0.67 0.09 -0.12 -0.263
N -0.811 2.298 -1.194 -1.01 -0.23 0.42 -0.128
C -3.887 -1.275 0.523 -0.29 0.21 -0.05 -0.057
N -4.586 -2.238 -0.043 0.35 -0.76 -0.03 -0.257
H -7.660 -2.507 -0.461 0.05 -0.02 -0.03 0.205
H -6.978 -2.082 -2.046 0.02 -0.04 0.04 0.205
H -6.356 -3.494 -1.160 -0.03 0.08 0.01 0.237
H -6.655 0.215 -0.317 -0.20 0.13 -0.07 0.215
H -4.936 2.004 0.915 0.09 -0.06 0.12 0.203
H -3.899 1.182 2.113 -0.12 0.12 -0.16 0.247
H -2.949 1.806 -0.619 0.04 -0.02 0.03 0.415
H 1.172 2.198 1.404 0.15 -0.04 0.21 0.260
H 2.943 2.452 -2.139 -0.02 0.05 0.12 0.198
H 2.921 3.930 -1.150 -0.04 -0.20 -0.08 0.222
H 5.171 1.319 1.546 0.08 0.10 0.08 0.223
H 5.431 -1.086 2.050 0.08 -0.03 0.10 0.209
H 2.325 0.331 -1.481 -0.07 0.05 -0.08 0.205
H 1.287 -2.249 -0.798 -0.03 -0.01 -0.07 0.213
H 2.257 -1.983 -2.242 -0.06 0.04 0.03 0.214
H 3.760 -3.815 -1.649 0.04 -0.05 -0.06 0.196
H 2.101 -4.409 -1.519 0.05 0.00 -0.06 0.210
H 2.176 -3.866 0.954 -0.07 -0.04 0.05 0.198
H 3.342 -5.110 0.488 -0.06 0.00 0.05 0.209
H 5.163 -3.514 0.452 0.00 -0.07 0.06 0.207
H 4.320 -3.306 1.983 0.07 0.00 -0.02 0.214
H -2.907 -1.464 0.912 0.24 -0.10 0.08 0.213

53
Properties=species:S:1:pos:R:3:forces:R:3:nbo_charge:R:1 method="wB97M-V/def2-TZVPD" spin_multiplicity=2 total_charge=+1 lumo_ev="-4.157 / -4.757"
Ru -0.022 0.136 -0.333 1.04 0.44 2.00 1.156
O -1.257 3.685 -1.081 -0.03 0.10 0.09 -0.865
S -0.853 2.371 -0.770 -0.14 -0.50 -0.76 2.522
O 0.455 2.183 -0.004 0.09 -0.16 -0.52 -0.906
O -0.590 1.417 -1.942 -0.36 0.17 -0.40 -0.905
O -1.742 1.507 0.084 -0.13 0.17 -0.03 -0.921
C 4.087 0.946 0.999 -0.02 0.03 0.05 -0.229
C 4.747 -0.237 0.726 0.05 -0.02 -0.01 -0.109
C 4.008 -1.331 0.307 0.02 -0.01 0.12 -0.214
C 2.642 -1.194 0.173 -0.07 0.06 -0.05 0.180
N 1.995 -0.040 0.420 0.15 -0.15 -0.09 -0.448
C 2.716 1.018 0.830 -0.10 -0.19 0.23 0.092
C 1.773 -2.252 -0.340 -0.02 -0.02 -0.02 0.177
C 2.044 -3.600 -0.179 0.04 -0.01 -0.11 -0.213
C 1.168 -4.530 -0.710 0.02 -0.07 0.02 -0.115
C 0.063 -4.077 -1.409 0.02 0.01 -0.06 -0.228
C -0.151 -2.718 -1.504 0.19 0.15 -0.34 0.084
N 0.668 -1.805 -0.963 -0.36 -0.07 -0.17 -0.396
H 4.619 1.825 1.334 0.00 0.01 -0.02 0.251
H 5.822 -0.306 0.822 -0.01 0.00 0.02 0.245
H 4.487 -2.269 0.065 0.00 0.01 -0.01 0.241
H 2.177 1.927 1.028 -0.03 0.05 -0.02 0.263
H 2.921 -3.910 0.370 0.00 0.01 -0.01 0.242
H 1.348 -5.588 -0.583 0.00 0.01 -0.01 0.246
H -0.635 -4.759 -1.871 -0.01 0.01 0.01 0.254
H -0.995 -2.338 -2.055 -0.04 0.00 -0.01 0.222
C -4.540 1.570 -2.635 0.06 -0.01 0.00 -0.624
C -5.138 0.921 -1.397 -0.08 -0.08 -0.01 -0.213
N -5.558 -0.467 -1.619 -0.05 0.19 -0.16 -0.406
C -6.670 -0.717 -2.548 0.07 0.01 0.04 -0.218
C -6.215 -1.256 -3.894 0.00 -0.01 -0.03 -0.620
C -5.001 -1.530 -1.027 0.04 -0.21 0.10 0.644
O -5.339 -2.694 -1.196 -0.06 0.17 -0.05 -0.609
C -3.871 -1.297 -0.056 -0.11 -0.14 0.22 -0.119
C -4.079 -1.432 1.311 0.01 0.01 -0.02 -0.080
C -2.997 -1.357 2.172 0.03 -0.10 -0.03 -0.229
C -1.737 -1.166 1.644 0.17 -0.29 0.06 0.065
N -1.532 -1.062 0.325 -0.43 0.31 0.00 -0.406
C -2.587 -1.100 -0.503 0.06 -0.19 -0.07 0.079
H -4.176 2.568 -2.392 -0.02 0.00 0.01 0.236
H -5.278 1.666 -3.432 0.01 -0.01 -0.01 0.215
H -3.696 0.989 -3.014 0.00 0.01 0.00 0.207
H -6.014 1.483 -1.066 0.00 0.01 0.02 0.205
H -4.416 0.944 -0.583 -0.01 0.02 0.01 0.217
H -7.199 0.229 -2.665 -0.01 0.00 0.01 0.204
H -7.345 -1.428 -2.074 -0.01 0.00 0.02 0.225
H -5.556 -0.554 -4.405 0.00 0.00 0.01 0.206
H -7.083 -1.430 -4.531 0.01 0.00 0.00 0.226
H -5.696 -2.204 -3.766 0.00 0.00 0.00 0.225
H -5.079 -1.597 1.689 0.01 0.00 0.01 0.248
H -3.118 -1.454 3.241 0.00 0.01 0.00 0.249
H -0.859 -1.125 2.276 0.00 0.13 0.00 0.220
H -2.387 -0.968 -1.558 -0.01 0.16 0.01 0.227

51
Properties=species:S:1:pos:R:3:forces:R:3:nbo_charge:R:1 method="wB97M-V/def2-TZVPD" spin_multiplicity=2 lumo_ev="-1.187 / -0.939"
Tc 0.041 0.392 0.166 1.91 -2.89 1.35 1.153
C -1.111 -3.230 1.115 0.29 0.12 -0.17 -0.616
C -0.262 -3.016 -0.138 0.09 -0.08 0.23 -0.237
C -0.295 -4.282 -1.006 0.03 0.25 0.12 -0.598
C -0.717 -1.817 -0.956 -0.22 0.28 -0.09 -0.062
C -0.147 -1.580 -2.224 0.05 0.09 0.02 -0.143
C -0.761 -0.764 -3.153 0.02 -0.10 0.20 -0.191
C -1.973 -0.134 -2.867 -0.09 -0.03 0.12 0.031
C -2.674 0.664 -3.915 0.03 0.12 -0.05 -0.642
C -2.489 -0.260 -1.590 0.14 0.17 -0.18 -0.191
C -1.865 -1.060 -0.625 0.03 -0.43 -0.03 -0.295
H -0.753 -4.108 1.646 0.05 -0.07 0.12 0.218
H -2.155 -3.401 0.862 -0.13 -0.04 -0.03 0.205
H -1.037 -2.366 1.773 -0.10 0.00 0.13 0.221
H 0.772 -2.838 0.180 -0.12 -0.09 -0.07 0.223
H -1.272 -4.403 -1.469 -0.15 -0.05 -0.07 0.208
H -0.102 -5.153 -0.386 0.05 -0.12 0.04 0.215
H 0.454 -4.253 -1.790 0.06 -0.03 -0.13 0.209
H 0.756 -2.107 -2.500 0.07 -0.01 0.02 0.217
H -0.316 -0.626 -4.127 0.07 -0.02 -0.08 0.223
H -2.148 1.606 -4.066 -0.04 0.09 -0.01 0.246
H -3.699 0.882 -3.623 -0.04 0.03 -0.04 0.218
H -2.679 0.137 -4.869 -0.04 -0.03 -0.01 0.221
H -3.405 0.254 -1.336 -0.07 0.03 0.05 0.225
H -2.412 -1.266 0.287 0.17 0.09 0.04 0.250
Br 0.937 7.283 0.487 0.04 0.02 0.13 0.101
C 0.655 5.524 -0.120 -0.05 0.06 -0.23 -0.162
C 0.362 5.289 -1.461 0.06 0.21 0.09 -0.161
Br 0.245 6.742 -2.658 0.00 0.00 -0.08 0.096
C 0.142 3.993 -1.923 -0.16 -0.24 0.01 -0.178
Br -0.245 3.670 -3.740 0.04 -0.20 0.02 0.074
C 0.173 2.911 -1.045 0.65 2.38 0.94 0.302
O -0.029 1.671 -1.350 -0.63 -1.73 0.13 -0.703
C 0.480 3.156 0.329 0.06 1.30 -1.46 0.220
O 0.528 2.102 1.087 -0.37 -1.32 0.66 -0.674
C 0.726 4.455 0.768 -0.04 -0.26 0.18 -0.152
Br 1.120 4.703 2.599 -0.01 -0.15 -0.08 0.084
C 0.654 -0.214 3.770 -0.10 -0.09 -0.43 -0.599
C 1.580 -0.634 2.612 1.23 -0.31 1.34 0.035
C 2.148 -2.040 2.891 -0.23 0.24 -0.31 -0.599
C 2.743 0.374 2.507 -0.35 -0.19 -0.17 -0.609
N 0.842 -0.620 1.417 -2.48 3.00 -2.52 -0.345
H 1.222 -0.111 4.691 0.08 -0.04 0.08 0.215
H -0.127 -0.961 3.910 -0.07 -0.01 0.06 0.206
H 0.194 0.739 3.522 -0.06 0.13 0.06 0.232
H 2.702 -2.042 3.826 0.00 0.03 0.08 0.220
H 2.815 -2.343 2.088 0.10 -0.05 -0.08 0.212
H 1.333 -2.754 2.953 -0.09 -0.21 0.08 0.209
H 3.257 0.437 3.459 0.13 -0.05 0.20 0.213
H 2.351 1.350 2.250 0.04 0.15 -0.02 0.246
H 3.441 0.048 1.743 0.17 0.01 -0.15 0.210